(1)
# C26H47GaN9O4S

A molecular structure, C26H47GaN9O4S (ωB97M-V with the def2-TZVPD basis set, the OMol25 dataset).

CARTESIAN COORDINATES (ANGSTROEM)
C  -2.024  -1.839  0.059
H  5.575  0.130  -1.039
H  3.866  0.453  -1.449
C  0.402  -1.021  -0.085
H  2.666  2.452  -3.045
H  2.444  -2.235  5.849
C  -1.233  3.911  0.180
H  3.712  -0.038  3.922
H  -5.773  -11.349  2.996
H  -4.139  -1.663  0.626
H  3.426  -6.513  1.594
O  2.116  1.111  -1.816
C  2.429  -6.077  1.608
C  3.061  0.810  3.720
C  0.673  2.142  0.855
C  0.177  3.587  0.728
N  3.553  6.000  -5.532
H  -1.866  4.187  1.030
H  -1.728  3.075  -0.317
H  -3.256  -6.751  2.579
C  1.713  0.508  4.175
C  3.024  3.485  -3.076
H  -4.459  6.785  -3.304
H  -5.295  6.286  -4.788
H  2.459  -5.113  2.115
H  -1.663  -2.764  -0.400
H  2.187  -3.952  5.501
H  2.421  4.054  -3.778
N  0.773  -7.678  2.827
H  -1.216  -0.200  1.144
C  4.904  0.755  -1.626
H  2.086  -5.916  0.587
C  -6.515  6.393  -3.096
H  -0.240  5.671  -0.653
C  -5.222  6.129  -3.714
N  2.963  4.543  -0.702
H  0.667  6.724  -6.537
C  -1.189  5.137  -0.759
H  5.019  1.794  -1.321
H  3.052  1.003  2.648
N  -7.539  6.601  -2.613
H  -2.003  5.845  -0.582
N  3.201  -2.628  2.831
C  2.428  6.241  -5.529
H  0.460  5.662  -5.121
H  -2.642  3.385  -3.338
H  -3.020  -1.764  1.996
O  -0.172  4.492  -3.162
H  1.754  2.235  1.048
H  0.929  4.142  0.177
H  -3.405  -3.212  1.060
C  -3.219  -2.136  0.985
Ga  0.544  0.896  -0.739
H  0.225  1.670  1.738
H  0.788  7.381  -4.891
C  -0.854  -1.181  0.797
H  -4.649  -11.111  1.644
C  3.061  -2.852  3.950
H  -5.983  -9.970  1.901
N  0.653  0.263  4.549
H  3.826  -3.356  5.835
H  -2.397  -7.748  1.389
C  -1.577  -5.852  1.640
N  5.402  0.558  -4.178
H  0.268  -1.664  -0.966
H  0.171  4.044  1.732
N  -3.722  -9.147  3.923
H  -1.670  -7.440  2.970
S  -1.391  4.821  -2.483
H  -0.636  -1.794  1.683
H  3.435  1.690  4.241
O  -2.298  3.529  -2.442
C  -4.395  -9.794  3.252
H  4.064  3.512  -3.404
C  -2.278  -7.008  2.179
H  2.136  0.387  -2.452
O  -2.179  5.896  -3.040
H  -2.343  -1.152  -0.732
C  1.506  -6.968  2.295
H  -4.923  5.102  -3.519
C  -5.251  -10.605  2.397
C  2.957  4.090  -1.760
C  1.000  6.519  -5.521
N  -0.948  -5.007  1.177
H  1.296  -1.333  0.462
C  5.212  0.622  -3.045
H  -0.750  1.170  -1.680
C  2.872  -3.116  5.370

Forces on the atoms, in the same order (eV/Å):
-0.02 0.15 0.12
0.13 0.01 -0.02
0.12 0.28 0.04
-0.26 0.22 -0.12
0.00 0.25 0.32
-0.02 0.00 -0.01
0.25 -0.02 0.00
0.03 0.01 -0.05
0.00 0.00 -0.01
0.05 -0.06 0.09
0.00 0.00 0.01
-0.39 -0.47 0.12
-0.05 0.08 0.00
0.07 0.06 -0.10
0.02 0.19 -0.27
-0.04 0.14 0.70
-0.35 0.16 -0.05
-0.08 -0.04 -0.19
0.28 -0.06 0.08
0.03 0.11 -0.03
-0.47 -0.12 0.12
0.18 0.22 -0.49
0.02 -0.03 0.00
0.03 -0.01 0.00
0.01 0.02 -0.06
-0.09 0.12 -0.04
0.00 0.00 0.00
0.02 0.09 0.00
0.35 0.15 -0.09
0.08 -0.17 0.23
0.41 -0.34 0.11
-0.02 0.04 0.01
-0.37 0.07 0.17
-0.09 -0.04 -0.21
-0.04 0.03 -0.01
0.09 0.06 -0.31
-0.04 0.01 0.02
-0.38 -0.06 0.41
-0.08 -0.01 0.00
-0.03 -0.01 0.01
0.31 -0.05 -0.15
0.08 -0.11 0.11
0.07 -0.14 0.34
0.47 -0.14 0.04
0.01 0.01 0.04
0.11 -0.16 0.11
-0.09 -0.04 -0.09
0.07 0.08 0.16
-0.11 -0.11 0.12
-0.11 0.01 -0.19
0.00 0.10 0.05
0.03 -0.01 -0.06
-0.46 -0.23 0.16
0.03 -0.10 -0.12
0.00 -0.01 0.00
0.02 -0.11 -0.12
-0.01 0.00 0.00
-0.02 0.11 -0.38
0.00 -0.01 0.00
0.37 0.03 0.00
-0.01 0.00 0.00
-0.01 -0.02 0.02
0.30 0.18 -0.29
0.05 -0.08 0.26
0.32 -0.09 0.14
0.25 0.03 -0.10
-0.25 -0.26 -0.17
-0.04 -0.06 0.01
0.38 0.28 -0.38
-0.04 0.16 0.00
0.00 0.01 -0.03
-0.49 -0.04 -0.12
0.23 0.24 0.24
-0.01 0.02 -0.13
-0.04 0.02 0.07
-0.21 0.00 -0.02
0.03 0.01 -0.14
0.12 -0.19 -0.11
-0.26 -0.26 0.14
0.01 0.01 0.01
-0.01 -0.03 -0.03
0.02 -0.12 0.37
-0.09 0.00 -0.04
-0.22 -0.16 0.17
-0.01 -0.09 -0.12
-0.10 0.15 -0.23
0.02 0.09 -0.05
-0.06 0.02 0.05

Computed properties:
* LUMO energy: 1.6791 eV
* F_max: 0.72 eV/Å
* multiplicity: 1
* electronic energy: -4135.5875 hartree
* total charge: -1
* frontier orbital gap: 0.2342 Eh
* HOMO level: -4.7 eV



(2)
# C26H47MgN4O5SSi

A molecular structure, C26H47MgN4O5SSi (ωB97M-V with the def2-TZVPD basis set, the OMol25 dataset).

CARTESIAN COORDINATES (ANGSTROEM)
C  -0.999  -0.653  -4.547
H  -5.113  -3.078  -1.816
H  -6.342  -1.022  -2.512
H  -1.552  2.943  0.846
H  4.207  -1.714  -2.161
H  1.523  0.064  -5.555
N  -3.437  -0.831  0.017
N  -1.809  0.786  2.551
H  -4.141  -3.706  1.716
O  0.064  -0.086  -2.526
H  2.935  1.260  4.980
H  4.370  1.967  -1.646
H  5.194  -1.553  -0.692
H  -0.038  -1.047  4.766
H  3.209  1.284  3.222
C  0.351  -0.562  -3.836
C  3.730  0.018  -0.957
C  1.258  0.438  -4.564
C  -0.486  3.131  0.727
C  -3.218  3.962  2.890
H  -3.818  1.171  0.168
H  3.151  -1.237  4.909
H  -3.450  -4.094  -0.592
S  0.736  -1.978  -0.149
C  4.191  -1.434  -1.105
O  2.444  0.204  -1.559
N  -2.984  2.767  3.344
H  -0.067  0.714  4.887
H  5.698  0.822  -1.360
C  -2.550  -2.491  2.433
H  3.558  1.493  0.619
H  2.064  3.010  0.007
H  2.163  0.584  -3.977
C  0.050  2.426  -0.517
C  -2.348  1.768  2.896
H  2.004  -1.867  -3.361
C  -3.799  -2.008  -0.499
H  -0.865  -0.972  -5.583
Mg  -0.407  -0.227  1.593
H  -2.557  -2.965  3.421
H  3.303  -1.290  3.136
C  -4.844  -2.108  -1.417
C  0.582  -0.163  4.933
C  -4.124  0.254  -0.322
H  0.423  -2.635  -3.221
H  4.671  0.655  -2.799
H  -5.680  1.161  -1.494
H  4.672  0.161  0.982
H  -3.206  -1.624  2.479
H  -0.336  4.207  0.643
H  -0.484  2.344  -2.623
C  -3.097  -3.529  1.443
H  -1.826  2.086  -1.522
C  1.016  -1.940  -3.816
C  -5.170  0.244  -1.231
C  -0.918  2.661  -1.679
O  0.177  1.011  -0.185
H  0.035  2.759  1.611
H  1.774  2.074  3.905
H  1.263  4.082  -1.158
H  2.012  -2.206  3.937
H  0.753  1.401  -4.671
O  1.058  -0.099  2.576
H  1.883  2.506  -1.683
H  2.914  -0.092  1.051
C  1.640  -0.081  3.819
H  1.046  -0.224  5.921
C  -3.044  -3.228  -0.065
Si  0.902  -0.187  -1.109
H  -1.492  0.320  -4.529
C  1.408  3.042  -0.864
C  -5.529  -0.968  -1.798
H  1.117  -2.327  -4.832
C  3.719  0.418  0.516
O  -1.226  -1.986  2.228
C  2.447  1.219  4.002
H  -0.678  -2.589  1.698
H  -1.637  -1.369  -4.026
H  3.505  -2.094  -0.580
H  -2.557  -4.468  1.604
H  -1.173  3.721  -1.734
C  2.595  -1.282  3.967
H  -2.011  -3.100  -0.388
N  -3.481  5.045  2.558
C  4.681  0.925  -1.740

Forces on the atoms, in the same order (eV/Å):
0.07 0.01 0.16
0.00 0.01 -0.03
0.02 -0.02 -0.02
0.01 0.03 -0.01
0.02 -0.01 0.01
-0.02 0.02 -0.01
0.12 -0.15 0.21
-0.85 0.81 0.23
0.04 -0.01 0.17
0.06 0.15 -0.20
0.01 0.04 0.00
0.02 0.00 0.01
0.00 0.02 -0.01
0.00 -0.02 0.06
0.02 0.04 -0.01
-0.07 -0.04 -0.28
0.35 0.07 0.03
-0.12 -0.05 0.23
0.02 -0.32 -0.03
0.12 0.20 -0.41
0.03 0.07 -0.04
0.00 -0.07 0.01
0.06 -0.01 -0.01
-0.25 0.09 0.09
-0.27 0.10 -0.07
0.01 0.02 0.08
-0.25 -0.22 0.80
-0.01 0.00 0.05
0.02 0.03 0.00
-0.28 -0.02 0.31
0.02 -0.02 0.02
0.03 0.01 -0.03
0.09 0.03 -0.03
-0.01 0.70 0.11
0.04 -0.16 -0.44
0.05 -0.07 0.00
-0.27 0.11 -0.13
-0.04 0.00 -0.01
-0.44 -0.22 -1.08
-0.09 0.04 -0.02
0.00 -0.02 0.00
-0.03 -0.04 0.06
0.06 0.02 -0.20
0.10 0.01 -0.01
0.00 -0.01 -0.01
0.01 0.00 0.01
0.00 0.01 0.06
0.02 0.03 0.01
0.11 0.09 -0.07
-0.03 0.02 -0.01
0.02 -0.01 -0.08
0.46 0.18 -0.18
-0.19 -0.06 0.02
-0.05 0.15 0.21
-0.03 0.04 -0.08
0.15 -0.33 0.09
-0.09 0.10 0.00
0.02 0.09 0.02
0.02 0.02 -0.01
-0.04 0.01 0.03
0.05 -0.04 -0.02
0.00 -0.01 0.00
1.48 0.29 1.03
0.04 0.02 -0.04
0.01 0.00 0.06
0.16 0.03 0.12
-0.05 0.01 0.05
0.14 0.17 0.14
0.24 -0.48 -0.62
0.00 -0.01 -0.03
-0.02 -0.32 0.09
0.01 0.03 0.06
0.01 0.03 -0.01
-0.22 -0.04 -0.13
-0.42 -0.81 -0.36
-0.09 -0.16 -0.01
-0.09 -0.05 0.03
-0.01 0.00 -0.04
-0.02 -0.07 0.03
-0.06 -0.04 -0.02
0.03 -0.01 0.06
-0.12 0.16 -0.02
0.22 -0.01 0.03
0.02 -0.12 0.04
-0.15 -0.03 0.01

Computed properties:
* LUMO energy: 2.4384 eV
* F_max: 1.83 eV/Å
* multiplicity: 1
* electronic energy: -2502.3190 hartree
* total charge: -1
* frontier orbital gap: 0.2791 Eh
* HOMO level: -5.2 eV



(3)
# C26H47N3O11S3

8 unconnected molecules or ions with the total composition C26H47N3O11S3 (ωB97M-V with the def2-TZVPD basis set, the OMol25 dataset).

CARTESIAN COORDINATES (ANGSTROEM)
C  11.685  11.171  13.936
H  12.613  17.613  11.266
H  15.282  15.016  14.411
C  12.660  16.595  15.722
C  9.541  14.138  14.996
H  11.821  11.388  10.940
H  6.433  15.272  15.323
C  13.051  10.802  15.898
C  10.089  14.931  9.060
C  13.105  16.232  6.335
H  11.597  16.738  15.913
C  14.444  11.118  8.895
H  19.291  17.431  14.726
H  13.424  17.851  16.884
H  12.848  15.092  11.105
H  13.628  13.587  11.512
H  9.771  15.418  9.982
C  12.543  11.706  14.913
H  11.903  8.886  10.788
H  11.562  14.513  13.229
H  10.812  23.527  12.116
O  12.507  14.437  13.073
N  13.444  11.645  9.654
H  13.373  15.765  7.282
H  12.858  17.152  14.805
H  9.420  14.107  8.813
C  7.431  15.211  14.916
O  17.720  13.728  12.080
H  12.751  15.557  15.402
H  11.112  11.791  13.262
C  12.901  18.479  11.862
O  11.687  21.151  13.513
O  17.824  15.865  13.417
H  13.838  16.806  5.767
H  10.680  21.904  11.191
S  16.872  14.804  12.580
C  17.353  17.165  13.648
C  9.180  15.664  13.365
H  12.835  12.746  14.919
H  15.337  13.432  13.567
C  15.926  14.225  14.028
H  16.715  17.225  14.530
H  7.194  16.477  13.183
H  14.974  11.734  8.183
S  12.435  21.926  12.496
C  12.547  10.877  10.325
C  12.596  9.474  15.878
H  12.392  18.321  12.813
H  9.557  16.120  12.462
C  10.061  15.932  7.881
H  12.595  15.577  5.628
H  15.218  9.320  8.065
H  11.825  23.225  10.664
O  15.918  15.507  11.675
H  13.727  7.842  9.366
C  8.321  14.408  15.606
O  12.594  18.717  7.335
C  11.349  9.782  13.945
H  18.368  18.944  14.235
H  8.105  13.859  16.510
O  13.481  16.900  16.766
H  19.299  18.080  13.068
H  11.049  14.416  9.093
N  9.997  14.759  13.890
H  10.184  15.424  6.924
C  12.596  9.504  10.235
C  11.276  22.767  11.487
H  10.684  9.270  13.265
O  13.529  22.862  12.876
O  11.029  16.878  8.065
H  16.915  17.654  12.779
C  7.857  15.893  13.804
O  13.063  20.849  11.431
H  9.118  16.462  7.741
C  14.519  9.720  8.784
H  16.652  13.879  14.765
H  13.787  11.094  16.632
H  10.271  13.491  15.459
O  10.927  17.730  5.686
H  11.240  19.687  11.117
C  12.326  19.667  11.031
C  18.699  17.941  13.966
H  12.971  8.820  16.652
C  13.637  8.912  9.484
C  12.735  14.185  11.699
H  13.984  18.529  11.979
S  11.888  17.533  6.781
H  11.912  13.648  11.226
H  12.195  19.415  9.978
N  11.755  8.993  14.924

Forces on the atoms, in the same order (eV/Å):
-0.48 -0.74 0.51
0.45 -0.43 0.04
0.12 0.01 -0.20
-1.49 -0.82 -2.16
0.69 0.74 0.28
-0.07 0.12 -0.08
-0.21 0.34 -0.25
-0.89 -0.16 -1.34
-0.38 0.11 -1.38
-1.49 1.07 0.01
-0.26 0.12 0.37
-3.02 -1.42 0.81
-0.22 0.22 0.09
0.18 0.06 0.26
0.13 0.36 0.13
0.03 0.02 0.37
0.34 -0.22 0.06
-0.04 -1.86 0.28
-0.11 -0.06 -0.05
-0.72 0.16 0.26
-0.32 -0.30 -0.16
1.45 -0.26 -0.52
0.40 0.48 -0.24
0.49 0.05 -0.35
0.28 0.30 -0.09
-0.47 0.16 0.15
-0.38 0.03 0.93
-1.00 1.84 0.77
0.30 -0.15 0.36
0.45 0.34 -0.30
-1.22 0.07 -1.25
1.47 1.62 -1.81
-0.63 -2.08 -1.90
0.39 -0.23 0.49
-0.67 0.66 -0.29
-1.49 0.58 -0.01
2.36 1.96 0.56
-0.82 -0.29 -0.43
-0.14 0.10 -0.17
-0.18 -0.16 0.51
0.43 -0.10 -1.36
-0.28 -0.22 -0.12
0.01 0.25 0.20
0.30 0.45 0.52
1.65 -0.41 2.01
1.89 0.26 -1.17
-0.16 1.24 -1.10
0.21 0.52 0.13
-0.06 0.37 -0.07
-1.57 -1.70 -0.51
-0.03 -0.17 0.31
0.21 -0.31 0.20
-0.16 -0.13 0.00
2.51 -1.28 1.88
-0.18 -0.10 0.16
1.01 -0.89 -0.78
-1.54 -3.07 -0.98
0.71 1.33 1.49
0.36 0.07 0.53
-0.35 0.17 0.04
1.00 0.46 1.23
-0.06 -0.36 -0.07
0.26 0.51 0.43
-1.24 0.06 0.85
0.24 -0.36 -0.05
0.99 -0.79 -0.05
0.57 -0.31 0.10
-0.11 0.48 -0.47
-2.51 -2.61 -0.95
3.54 2.61 -0.55
-0.30 -0.45 -0.01
0.97 -0.38 -0.77
-0.64 1.26 -0.24
-0.35 -0.19 0.44
0.16 0.67 -0.13
-0.17 -0.11 -0.14
-0.09 0.20 0.09
-0.11 -0.35 0.08
1.68 -0.56 1.62
-0.31 0.81 1.50
-0.39 -1.61 1.61
-1.61 0.11 -0.56
-0.28 -0.42 -0.07
-0.56 0.66 -0.03
-0.09 -0.03 -0.34
-0.17 0.01 -0.10
-1.10 1.99 0.43
-0.24 -0.24 0.14
2.06 0.76 -0.66
1.06 -0.46 1.06

Computed properties:
* LUMO energy: 0.2957 eV
* F_max: 4.43 eV/Å
* multiplicity: 1
* electronic energy: -3205.1789 hartree
* frontier orbital gap: 0.3602 Eh
* SMILES: CCOS(C)(=O)=O.CCOS(C)(=O)=O.CCOS(C)(=O)=O.c1ccncc1.c1ccncc1.c1ccncc1.CO.CO
* HOMO level: -9.5 eV